No. 1
{
  "formula": "C5H11FO2Si",
  "method": "ωB97M-V/def2-TZVPD",
  "relative_energy_kj_mol": 240.31,
  "e_lumo_ha": [-0.008, -0.009],
  "homo_lumo_gap_ha": [0.2785, 0.2626],
  "species": ["C", "C", "C", "C", "C", "O", "O", "F", "Si", "H", "H", "H", "H", "H", "H", "H", "H", "H", "H", "H"],
  "positions_angstrom": [[-0.75863, -0.70896, 2.92385], [-1.40645, -0.94203, 1.75998], [0.00737, -1.55319, -2.39017], [2.42735, 1.80681, 0.01037], [-2.04128, 0.01782, 0.95236], [0.72408, -0.54207, -1.63872], [1.13811, 1.93938, -0.55370], [-0.63235, 1.62066, -2.40127], [0.05869, 0.88600, -1.16878], [-0.34378, -1.47483, 3.56979], [-0.69956, 0.35479, 3.31081], [-1.05779, -1.82675, 1.28614], [-0.38743, -1.20819, -3.40641], [-0.84290, -1.85772, -1.71485], [0.73793, -2.46505, -2.45644], [3.31291, 1.98650, -0.66326], [2.44544, 0.81601, 0.52078], [2.29880, 2.61208, 0.72595], [-2.43017, 0.92993, 1.34210], [-2.55035, -0.39116, -0.00853]],
  "forces_ev_per_angstrom": [[-0.4014, 1.9925, 1.1675], [1.7539, 0.6207, 0.0415], [0.2882, -1.1473, 0.7408], [-0.3484, -0.2182, 0.8965], [-0.5851, -1.1782, -3.1258], [-0.0761, 0.2348, -0.7831], [-0.6457, -0.5825, -1.8050], [-0.1548, 0.0447, -0.2878], [-0.4316, -0.3607, 1.2324], [0.1828, -0.0143, -0.4059], [-0.3066, -1.3989, -0.2122], [-0.6949, -1.2731, -0.4190], [0.7830, -0.3913, 1.4377], [0.5587, 0.0303, -1.0354], [-1.4670, 1.7700, -0.2346], [-1.2048, -0.3151, 0.3752], [0.6633, 0.7489, -0.2859], [1.3389, -0.0770, 0.6180], [-0.0439, 0.5716, 0.1854], [0.7915, 0.9431, 1.8998]],
  "nbo_charge": [-0.3522, -0.2988, -0.2649, -0.2422, -0.4603, -0.9375, -0.9356, -0.6656, 2.0387, 0.1981, 0.1804, 0.2005, 0.1968, 0.1792, 0.2003, 0.1868, 0.1807, 0.1931, 0.1973, 0.2050]
}

***

No. 2
{
  "formula": "C3H5NO2",
  "method": "ωB97M-V/def2-TZVPD",
  "relative_energy_kj_mol": 220.40,
  "e_lumo_ha": 0.003,
  "homo_lumo_gap_ha": 0.3616,
  "smiles": "CC(=O)C(N)=O",
  "species": ["C", "C", "O", "C", "N", "O", "H", "H", "H", "H", "H"],
  "positions_angstrom": [[-1.72480, 0.30416, -0.08842], [-0.28383, -0.81047, -0.20522], [0.04104, -1.96726, -0.40059], [0.75953, 0.21709, 0.10716], [2.04592, -0.13067, 0.14303], [0.33378, 1.33150, 0.31912], [-2.29756, -0.13943, 0.71190], [-1.70533, 1.40248, 0.15667], [-2.18738, 0.26423, -1.06327], [2.32248, -1.08145, -0.02887], [2.69615, 0.60980, 0.34849]],
  "forces_ev_per_angstrom": [[-0.0937, -1.5109, -0.2880], [-0.3988, 1.1156, 0.2431], [-1.9699, 1.7459, 0.1328], [0.4408, 0.8574, 0.2398], [0.2005, -0.0530, -0.0118], [1.7002, 0.8361, 0.3046], [-0.6006, -0.5230, -0.2070], [0.9293, -1.5716, -0.2690], [-0.5172, -0.6419, -0.1224], [0.1010, 0.0286, -0.0008], [0.2084, -0.2832, -0.0214]],
  "nbo_charge": [-0.6801, 0.5398, -0.5099, 0.5166, -0.7899, -0.5837, 0.2116, 0.2592, 0.2117, 0.4143, 0.4103]
}

***

No. 3
{
  "formula": "C13H13N4O2Pt",
  "method": "ωB97M-V/def2-TZVPD",
  "relative_energy_kj_mol": 63.05,
  "s2": 6.06,
  "e_lumo_ha": [-0.402, -0.490],
  "homo_lumo_gap_ha": [0.2980, 0.2289],
  "charge": 3,
  "multiplicity": 5,
  "species": ["Pt", "O", "C", "C", "C", "C", "C", "C", "C", "O", "N", "N", "C", "C", "C", "C", "C", "C", "N", "H", "H", "H", "H", "H", "H", "H", "H", "H", "H", "N", "H", "H", "H"],
  "positions_angstrom": [[-1.54932, -0.11060, -1.24875], [2.73618, -0.53320, 2.27485], [3.02828, -1.54170, 1.51985], [4.15188, -2.38460, 1.78125], [4.48698, -3.40570, 0.92845], [3.71038, -3.63750, -0.22095], [2.57918, -2.84750, -0.49085], [2.20578, -1.81650, 0.35665], [1.02268, -0.99830, 0.04125], [0.39448, -1.15680, -1.03955], [0.64838, -0.06010, 0.91915], [-0.33092, 0.69610, 0.59965], [-0.69132, 1.85740, 1.01925], [-1.77642, 2.51830, 0.32925], [-2.30052, 3.75020, 0.74435], [-3.18782, 4.42000, -0.08775], [-3.53592, 3.86440, -1.30905], [-3.00352, 2.61660, -1.64835], [-2.16922, 1.97380, -0.84775], [3.34588, -0.37630, 3.02645], [4.74458, -2.19870, 2.66865], [5.34738, -4.03110, 1.13355], [3.98598, -4.43080, -0.90495], [1.99658, -3.04850, -1.37975], [-0.14342, 2.38450, 1.79955], [-1.99752, 4.16770, 1.69465], [-3.59442, 5.38120, 0.20905], [-4.21432, 4.36310, -1.98755], [-3.28022, 2.14840, -2.58925], [-2.98122, -1.68190, -1.73955], [-3.13392, -1.66230, -2.75445], [-3.89812, -1.61700, -1.28585], [-2.59652, -2.60270, -1.51155]],
  "forces_ev_per_angstrom": [[-0.4167, 1.1796, 1.1833], [0.2976, 0.0172, 0.2679], [-0.0113, -0.3008, -0.3684], [0.3622, -0.3234, 0.0100], [-0.0729, 0.1809, 0.1592], [0.5065, -0.2558, 0.2269], [-0.6832, 0.9031, 0.3541], [0.2409, -0.1663, -0.1412], [-0.8324, -0.6891, -2.1870], [0.3218, -0.5544, 0.3964], [0.4534, 1.8134, 2.9385], [-1.0683, -2.1674, -3.2543], [-0.1209, 1.2273, 0.9173], [0.0481, 0.4583, 0.2396], [0.4330, -0.5218, 0.0406], [-0.3369, 0.2459, -0.2336], [0.1130, 0.0774, 0.4264], [-0.1778, 0.0670, -0.0985], [0.1479, -0.9077, -0.7568], [-0.0209, -0.2394, -0.2108], [0.0332, 0.0413, 0.0469], [-0.0277, 0.0449, 0.0172], [-0.0272, 0.0042, -0.0015], [-0.0567, 0.0480, 0.0071], [-0.0005, -0.0837, 0.0510], [0.0440, 0.0749, 0.0145], [0.0391, -0.0873, 0.0061], [0.0140, 0.0170, -0.0174], [0.1348, -0.0095, 0.1270], [0.6088, -0.1500, -0.2412], [-0.0475, -0.1810, 0.2443], [0.3161, 0.1330, -0.0172], [-0.2136, 0.1039, -0.1467]],
  "mulliken_charge": [1.1088, -0.3880, 1.0150, -0.5411, -0.5837, -0.5623, -0.2529, 0.0718, 0.9888, -0.8097, -0.2472, -0.3343, -0.3643, 0.9320, -0.6208, -0.2240, -0.6149, 0.1297, -0.3807, 0.4428, 0.3665, 0.4668, 0.4655, 0.4537, 0.4873, 0.4040, 0.4716, 0.4141, 0.4129, -0.8106, 0.3925, 0.3567, 0.3541]
}

***

No. 4
{
  "formula": "C54H42MnN5O4S5",
  "method": "ωB97M-V/def2-TZVPD",
  "s2": 3.87,
  "e_lumo_ha": [-0.358, -0.335],
  "homo_lumo_gap_ha": [0.1833, 0.2065],
  "charge": 3,
  "multiplicity": 4,
  "species": ["Mn", "C", "C", "C", "C", "C", "C", "C", "S", "O", "C", "C", "C", "C", "C", "C", "C", "C", "C", "C", "C", "C", "C", "C", "C", "C", "C", "C", "C", "C", "S", "O", "C", "C", "C", "C", "C", "C", "C", "H", "H", "H", "H", "H", "H", "H", "H", "H", "H", "H", "H", "H", "H", "H", "H", "H", "H", "H", "H", "H", "H", "H", "H", "H", "H", "O", "C", "C", "C", "C", "C", "C", "C", "O", "N", "N", "C", "S", "C", "C", "S", "H", "H", "H", "H", "H", "H", "H", "H", "H", "N", "C", "C", "C", "C", "C", "C", "N", "C", "C", "C", "S", "C", "N", "H", "H", "H", "H", "H", "H", "H"],
  "positions_angstrom": [[-18.97322, 12.12837, 4.84252], [-25.15844, 13.51253, 1.04295], [-24.66827, 13.03245, 2.38970], [-24.24210, 11.70055, 2.57754], [-23.35762, 11.41460, 3.61299], [-23.04990, 12.41807, 4.51065], [-23.64213, 13.64563, 4.46489], [-24.45730, 13.96442, 3.41786], [-21.75339, 12.24992, 5.79610], [-20.67846, 11.45323, 5.15207], [-22.43893, 11.15675, 6.98993], [-23.68684, 10.46916, 6.77751], [-24.29374, 9.68769, 7.75737], [-23.60357, 9.47916, 8.94197], [-24.15302, 8.71326, 9.95872], [-23.52546, 8.48617, 11.14104], [-22.27997, 9.12910, 11.30075], [-21.67916, 9.89458, 10.37905], [-22.30314, 10.15161, 9.14458], [-21.74677, 11.08422, 8.17233], [-20.40027, 11.72215, 8.47474], [-20.26856, 12.98680, 9.18332], [-21.42708, 13.69102, 9.47736], [-21.30298, 14.84314, 10.17398], [-20.08624, 15.27552, 10.58826], [-18.94485, 14.55387, 10.35644], [-19.01023, 13.38708, 9.57250], [-17.86324, 12.55986, 9.31732], [-17.92870, 11.39637, 8.62044], [-19.23230, 10.99984, 8.22416], [-19.17489, 9.90131, 6.86912], [-18.21137, 10.77996, 5.97867], [-18.26904, 8.54723, 7.48720], [-16.87706, 8.48014, 7.34048], [-16.17835, 7.43570, 7.92658], [-16.77051, 6.49089, 8.72842], [-15.93767, 5.35640, 9.24537], [-18.12629, 6.70026, 9.03318], [-18.86529, 7.67852, 8.41363], [-26.26036, 13.69117, 1.06471], [-24.94664, 12.78434, 0.24459], [-24.79078, 14.51299, 0.81859], [-24.43891, 10.94486, 1.86434], [-22.96391, 10.44578, 3.70812], [-23.41649, 14.35898, 5.24445], [-24.91643, 14.93670, 3.32650], [-24.21547, 10.59400, 5.81871], [-25.27075, 9.25177, 7.64959], [-25.08792, 8.28900, 9.65807], [-24.02131, 8.02263, 12.00817], [-21.78370, 9.03241, 12.24140], [-20.75234, 10.37635, 10.57593], [-22.37185, 13.35340, 9.15916], [-22.24349, 15.32286, 10.40672], [-19.99195, 16.21354, 11.18815], [-17.99111, 15.02008, 10.63628], [-16.90989, 12.86442, 9.60142], [-17.03134, 10.83929, 8.29249], [-16.33262, 9.22771, 6.77131], [-15.15930, 7.28019, 7.69488], [-15.02466, 5.77151, 9.67528], [-15.73979, 4.58552, 8.49146], [-16.56008, 4.78304, 9.93220], [-18.69862, 5.98167, 9.70423], [-19.90878, 7.69821, 8.66626], [-21.60770, 16.19689, 7.15307], [-20.29678, 16.45541, 7.50476], [-19.97078, 17.52510, 8.36290], [-18.63829, 17.80847, 8.70635], [-17.60719, 16.94085, 8.30672], [-17.95623, 15.85830, 7.51958], [-19.24019, 15.64185, 7.06357], [-19.42415, 14.60314, 6.00894], [-19.04919, 13.33160, 6.27403], [-19.96834, 14.85583, 4.90506], [-19.84146, 13.79763, 4.04334], [-20.40727, 14.03376, 2.88151], [-20.50063, 12.79775, 1.67289], [-21.75019, 13.62434, 0.64486], [-21.77220, 15.11443, 0.96449], [-21.11765, 15.54709, 2.60370], [-22.09013, 16.99943, 7.42958], [-20.74846, 18.12751, 8.75006], [-18.36958, 18.61704, 9.29739], [-16.59065, 17.13525, 8.57357], [-17.14943, 15.14605, 7.42425], [-22.68864, 13.09125, 0.82231], [-21.42617, 13.48934, -0.40692], [-22.72299, 15.60316, 0.86073], [-21.08171, 15.57672, 0.25601], [-16.95002, 10.29988, 1.82376], [-18.02904, 9.37827, 1.73376], [-18.21209, 8.21654, 1.05692], [-19.35663, 7.51125, 1.30009], [-20.35181, 8.01494, 2.15773], [-20.19408, 9.23729, 2.77921], [-18.96357, 9.90576, 2.65328], [-18.51011, 11.04652, 3.22133], [-17.26954, 11.24244, 2.72125], [-16.51392, 12.35985, 3.22282], [-15.30227, 12.87955, 2.87202], [-14.94057, 14.19782, 3.89314], [-16.40028, 13.99076, 4.73277], [-17.11018, 12.95407, 4.31567], [-16.03148, 10.14857, 1.46291], [-17.51978, 7.94208, 0.29321], [-19.52788, 6.68629, 0.66588], [-21.27832, 7.46706, 2.21108], [-20.89353, 9.65801, 3.50725], [-14.64631, 12.55503, 2.08390], [-16.66298, 14.54737, 5.62393]],
  "forces_ev_per_angstrom": [[0.4888, 1.8251, 0.7444], [-1.6535, -0.1958, 0.3375], [0.3205, -0.0619, -0.1967], [0.8881, 1.3879, 0.5953], [-0.9020, 0.7609, -0.2674], [1.3514, -0.8780, 1.0961], [0.1324, 0.8634, 0.8064], [-0.6066, -0.4005, -1.0938], [-4.1659, 2.3124, 0.9817], [2.8424, -2.4028, -2.1047], [-1.1545, -0.3833, -0.1049], [-0.6444, -0.0757, -0.2715], [1.1632, 1.2012, -1.4090], [2.6400, 1.6922, 0.2699], [-0.5236, -0.8341, -0.1630], [-0.1638, 0.8624, 0.4592], [-0.2147, -0.9035, 1.4819], [-0.1169, 0.6733, -1.2541], [-1.0032, -0.0871, -0.4950], [-0.0634, -1.4024, 0.9726], [0.6935, -0.4538, 0.0412], [-1.2949, -2.9266, -1.4783], [0.7947, 0.4577, 0.1538], [-2.5425, -0.3369, -0.2075], [1.9367, 1.7726, 1.8182], [0.6822, 0.9699, -0.5669], [1.4483, -0.0486, 1.1986], [-0.9010, -0.2931, -0.7026], [-0.3978, 0.5938, 0.2058], [-0.5803, 0.6319, -0.1706], [-1.2832, -0.2882, 0.0838], [0.0889, -0.4287, -0.7343], [1.8786, -0.0879, 0.9141], [-0.3061, -0.0007, -0.2901], [-0.4271, 0.3561, -0.5594], [-0.6390, 0.0044, 0.1857], [-1.0613, -0.3630, 0.0888], [-0.4261, -1.7661, 0.6988], [-0.3254, 0.2041, -0.5115], [0.5834, -0.4225, -0.0523], [-0.0601, 0.4413, 0.2464], [0.4039, -0.1703, -0.1208], [-0.3219, -0.5622, -0.7265], [0.5446, -1.1124, 0.1106], [0.0095, 0.2648, 0.0036], [0.1269, 0.2204, 0.0533], [0.3833, 0.0512, 0.6665], [-0.1831, -0.0755, -0.3907], [-0.6324, -0.3899, 0.5276], [0.4186, -0.1085, -0.7291], [0.2450, -0.1810, 0.5412], [0.6605, 0.2030, 0.3499], [-0.9639, -0.4733, -0.3003], [0.2164, 0.5607, 0.2025], [-0.1764, -0.8946, -0.6196], [-0.3160, -0.6298, 0.0797], [1.4122, 0.8459, 0.7682], [-0.7249, 0.3886, 0.5352], [-0.1747, -0.1625, -0.1646], [1.0724, 0.2336, -0.1916], [-0.0492, -0.5146, 0.1148], [0.3586, 0.5605, -0.2733], [0.4178, 0.2154, 0.6372], [1.0142, 1.0255, -0.8209], [-0.4470, 0.3356, -0.1500], [0.9737, 0.7783, 0.2676], [0.3807, 0.3938, 0.3052], [1.3126, -0.6710, -0.5745], [-0.4261, -2.0854, -1.3547], [-1.6602, 0.5141, -0.2493], [1.0971, 0.2703, 0.9866], [-0.9843, -0.5906, -0.5872], [-0.1703, -0.8508, 1.9619], [0.7079, 0.1065, -0.4618], [0.3370, 0.9970, -1.0222], [-0.1116, -0.9576, -0.5622], [-0.0164, -0.8318, 0.0966], [0.1329, 0.2156, 0.0553], [-0.0394, -0.2896, -0.3212], [1.2696, 0.2398, -0.5686], [-0.5284, 0.0210, -0.1159], [-0.1132, -0.5844, -0.2365], [-0.7488, 0.6574, 0.3164], [0.0574, 1.5292, 1.0512], [0.3830, -0.0416, 0.2337], [-0.1411, -0.3631, -0.6843], [0.2061, 0.3043, -0.0886], [-0.3552, -0.0356, 0.6087], [-0.5424, -0.0517, -0.0542], [-0.2015, 0.2445, 0.0352], [-0.7969, -0.2567, 0.3099], [0.5435, 2.4679, 2.0460], [0.3804, -0.2498, -0.6422], [-0.4249, 0.9780, 0.0212], [0.1267, 0.1679, -0.5238], [0.3321, 0.3089, 1.3066], [-1.3051, -2.1943, -1.4106], [1.4015, 1.0634, 0.0840], [-0.9489, -0.5663, -0.1589], [0.6170, -0.0766, 0.2037], [-0.6059, -0.0244, 0.2287], [-0.1835, 0.0806, 0.0341], [-0.1531, -0.9654, 0.2349], [0.0408, 0.4442, -0.2117], [0.4333, 0.0341, -0.3575], [0.4036, -0.4762, -0.2920], [-0.3563, -1.1021, -0.1883], [-0.1316, -0.0114, 0.2893], [-0.0648, -0.3525, -0.5002], [0.1029, 0.0851, -0.0844], [0.0001, 0.1273, -0.2755]],
  "mulliken_charge": [-0.2622, -1.4904, 0.2462, -1.0553, -0.2405, 0.3089, -0.8229, -0.9023, 2.2200, 0.3060, 0.8115, -0.6163, -1.5340, 0.9217, -0.6746, -0.9797, -0.8491, -0.8794, 0.2171, -0.4467, -0.1045, 0.4954, -0.9018, -1.1285, -0.6750, -0.6601, 1.2250, -1.1616, -0.9328, 0.8943, 0.8410, -0.6378, 0.6757, -0.7245, -0.9681, 0.9528, -1.4695, -0.8660, -0.3208, 0.4128, 0.3506, 0.4006, 0.4630, 0.7867, 0.4943, 0.4923, 0.4536, 0.5038, 0.4833, 0.3945, 0.4851, 0.6699, 0.8467, 0.5053, 0.4263, 0.4608, 0.6292, 0.2008, 0.3397, 0.4805, 0.3844, 0.3320, 0.3811, 0.2645, 0.4700, -0.3487, 0.9423, -0.9295, -0.8158, -1.4445, 0.0447, 0.0188, 0.0402, 0.6661, -0.9887, 1.2057, 0.0590, 0.0287, -0.1272, -0.6447, 0.0409, 0.3378, 0.4449, 0.5296, 0.5086, 0.3583, -0.3152, 0.5891, 0.4295, 0.5182, -0.0014, 0.0423, -1.1100, -0.5993, -1.0673, 0.2111, 0.0998, 0.8572, 0.3439, -0.5419, -0.6068, -0.0621, -0.2430, 0.9367, 0.2756, 0.4866, 0.4476, 0.5117, 0.2263, 0.5084, 0.2138]
}

***

Max |F| list, top to bottom, in eV/Å: 3.39; 2.64; 4.05; 4.86
Molecular weight list, top to bottom, in Da: 150.23; 87.08; 452.35; 1040.23